P) {
  "formula": "C4H9NO3",
  "method": "the ωB97M-V functional and the def2-TZVPD basis",
  "spin_multiplicity": 1,
  "symbols": ["C", "N", "C", "C", "C", "O", "O", "H", "H", "H", "H", "H", "H", "H", "H", "H", "O"],
  "xyz": [[-0.512, -0.364, 1.028], [-0.002, -0.727, -0.207], [-0.605, -0.099, -1.416], [1.359, -1.015, -0.304], [2.173, -0.109, 0.311], [1.236, 2.061, -0.659], [-0.043, -0.720, 2.104], [-1.411, 0.293, 0.958], [-0.149, 0.843, -1.689], [-0.561, -0.909, -2.280], [-1.750, 0.138, -1.190], [3.138, -0.353, 0.805], [1.623, -1.739, -1.063], [1.759, 1.051, -0.109], [-3.887, 0.343, -0.579], [1.499, 2.947, -0.488], [-3.034, 0.159, -0.274]]
}

***

Q) {
  "formula": "C4H9NO3",
  "method": "the ωB97M-V functional and the def2-TZVPD basis",
  "spin_multiplicity": 1,
  "symbols": ["C", "C", "C", "C", "H", "H", "H", "H", "H", "H", "H", "H", "H", "N", "O", "O", "O"],
  "xyz": [[0.202, 0.541, 1.564], [-0.218, -0.018, 0.136], [0.757, -0.334, -0.953], [-0.350, 0.916, -1.093], [1.888, 0.086, 2.955], [0.207, -0.888, 3.278], [-0.785, 0.557, 2.255], [0.753, 1.396, 1.141], [-1.645, -0.780, -1.103], [1.706, -0.038, -1.089], [-0.335, -1.997, -1.609], [0.127, 1.937, -1.013], [-0.919, 0.569, -3.139], [0.986, -0.513, 2.435], [-1.366, -0.790, 0.247], [0.318, -1.422, -1.950], [-1.325, 0.779, -2.060]]
}

***

Q) ends up most stable, edging out the next structure by 2.584 eV.

***

P) {
  "formula": "H23O11",
  "method": "the ωB97M-V functional and the def2-TZVPD basis",
  "spin_multiplicity": 1,
  "total_charge": 1,
  "symbols": ["O", "H", "H", "O", "H", "H", "O", "H", "H", "O", "H", "H", "O", "H", "H", "O", "H", "H", "O", "H", "O", "H", "H", "O", "H", "H", "O", "H", "H", "O", "H", "H", "H", "H"],
  "xyz": [[-2.051, -2.944, -2.788], [-1.982, -2.863, -1.806], [-1.171, -2.939, -3.192], [-2.065, 3.079, 0.690], [-1.361, 3.299, 0.092], [-2.772, -1.424, -2.802], [1.818, -2.140, -1.204], [-0.268, -4.099, 0.255], [3.513, 1.022, 0.922], [0.519, 1.777, -1.130], [0.892, 2.338, -1.878], [3.727, -2.828, 2.379], [-0.876, 1.991, 2.835], [-1.567, 2.461, 3.154], [1.087, 2.195, -0.394], [-3.233, -0.404, -0.329], [-2.456, -0.013, 0.299], [2.030, -1.240, -0.893], [-2.786, -0.439, -2.644], [2.469, -2.238, -1.910], [2.812, -3.116, 2.794], [2.291, -2.316, 2.675], [-1.910, 3.448, 1.541], [1.974, 3.771, -0.007], [-2.060, -0.218, -2.092], [2.124, 4.690, -0.213], [0.443, -3.758, -0.285], [1.935, 3.758, 0.961], [1.209, -4.323, -0.038], [2.682, 0.895, 1.444], [3.011, 1.370, 2.260], [-3.905, 0.273, -0.137], [-0.531, 1.288, 3.357], [-3.542, -0.350, -1.916]]
}

***

Q) {
  "formula": "H23O11",
  "method": "the ωB97M-V functional and the def2-TZVPD basis",
  "spin_multiplicity": 1,
  "total_charge": 1,
  "symbols": ["O", "H", "H", "O", "H", "H", "O", "H", "H", "O", "H", "H", "O", "H", "H", "O", "H", "H", "O", "H", "O", "H", "H", "O", "H", "H", "O", "H", "H", "O", "H", "H", "H", "H"],
  "xyz": [[-0.158, 2.439, 0.370], [0.402, -1.105, 2.810], [-2.583, 0.219, 0.912], [-3.624, -0.893, -0.020], [-0.311, 3.095, -0.360], [1.368, -1.803, 3.824], [0.008, -0.989, -0.456], [4.411, 1.723, -1.685], [-0.358, -0.531, -3.375], [-2.641, 2.791, -0.982], [-2.522, 3.080, -1.908], [3.386, -0.754, -0.093], [-2.287, 1.140, 0.809], [-1.791, -0.256, -3.791], [-2.708, 1.654, 1.475], [2.122, 1.399, 0.922], [2.151, 0.413, 0.891], [0.774, 2.020, 0.509], [0.436, -1.615, 3.676], [-0.432, -1.853, -0.226], [2.561, -1.135, 0.389], [-4.100, -0.522, -0.745], [-4.330, -1.256, 0.525], [0.633, -3.889, 0.353], [1.886, -0.974, -0.252], [0.031, -4.558, 0.096], [4.209, 0.734, -1.589], [1.415, -4.357, 0.687], [3.874, 0.547, -2.482], [-1.147, -0.027, -3.113], [-2.380, 3.757, -0.747], [2.097, 1.659, 1.875], [-1.045, 1.702, 0.391], [0.336, -1.061, -1.404]]
}

***

R) {
  "formula": "H23O11",
  "method": "the ωB97M-V functional and the def2-TZVPD basis",
  "spin_multiplicity": 1,
  "total_charge": 1,
  "symbols": ["O", "H", "H", "O", "H", "H", "O", "H", "H", "O", "H", "H", "O", "H", "H", "O", "H", "H", "O", "H", "O", "H", "H", "O", "H", "H", "O", "H", "H", "O", "H", "H", "H", "H"],
  "xyz": [[1.770, -1.920, -4.183], [1.630, -1.150, -3.613], [1.220, -2.624, -3.932], [0.123, 3.473, 0.380], [-0.708, 3.375, -0.051], [0.001, 3.392, 1.318], [-2.923, 1.774, 1.534], [-1.168, 0.751, -2.244], [-0.054, -0.712, 1.975], [3.693, 1.435, 0.494], [3.369, 2.332, 0.549], [2.989, 0.833, 0.000], [3.557, 0.034, 2.591], [3.542, -0.902, 2.343], [3.730, 0.955, 1.503], [-2.414, -2.035, 0.085], [-3.147, -2.562, -0.174], [-3.692, 1.850, 2.148], [-0.886, -0.246, 2.165], [-2.701, 0.785, 1.683], [-2.864, 1.154, -2.184], [-2.923, 0.858, -1.292], [-3.424, 0.438, -2.598], [1.458, 0.098, -0.338], [0.829, 0.913, -0.561], [1.268, -0.407, -1.118], [-0.678, 0.253, -1.633], [0.769, -2.720, -0.488], [-1.245, -0.582, -1.620], [0.627, -2.816, 0.477], [-2.913, -1.758, 0.931], [-0.118, -3.372, 0.705], [2.781, 0.022, 3.218], [-1.501, -0.918, 1.929]]
}

***

Q) ends up most stable, edging out the next structure by 0.843 eV.

***

P) {
  "formula": "C9H15N",
  "method": "the ωB97M-V functional and the def2-TZVPD basis",
  "spin_multiplicity": 1,
  "smiles": "CN1CC[C@H]2CC=C[C@H]1C2",
  "symbols": ["C", "N", "C", "C", "C", "C", "C", "C", "C", "C", "H", "H", "H", "H", "H", "H", "H", "H", "H", "H", "H", "H", "H", "H", "H"],
  "xyz": [[2.491, -1.107, 0.101], [1.381, -0.448, -0.546], [1.454, 0.996, -0.391], [0.063, 1.658, -0.504], [-0.969, 1.035, 0.548], [-2.245, 0.362, -0.258], [-2.119, -1.145, -0.299], [-0.983, -1.784, -0.353], [0.014, -0.698, -0.142], [-0.267, -0.066, 1.247], [2.442, -2.174, 0.303], [2.665, -0.766, 1.163], [3.466, -0.911, -0.460], [2.217, 1.425, -1.152], [1.874, 1.225, 0.581], [-0.280, 1.662, -1.620], [0.255, 2.705, -0.195], [-1.362, 1.966, 1.097], [-3.154, 0.522, 0.337], [-2.309, 0.782, -1.261], [-2.947, -1.805, -0.548], [-0.918, -2.818, -0.502], [-0.405, -0.164, -0.924], [-0.976, -0.619, 1.817], [0.616, 0.166, 1.963]]
}

***

Q) {
  "formula": "C9H15N",
  "method": "the ωB97M-V functional and the def2-TZVPD basis",
  "spin_multiplicity": 1,
  "symbols": ["C", "C", "C", "C", "C", "C", "C", "C", "C", "N", "H", "H", "H", "H", "H", "H", "H", "H", "H", "H", "H", "H", "H", "H", "H"],
  "xyz": [[1.469, 0.681, -1.137], [-0.919, 0.792, 1.470], [2.185, 1.501, -0.386], [-2.337, 1.281, -0.343], [1.046, -0.292, -1.863], [1.286, -1.737, -1.433], [0.042, -0.180, -3.082], [-0.956, -0.200, 3.582], [-0.373, -0.385, 2.194], [-1.344, 1.068, 0.378], [1.767, 1.795, 0.575], [3.196, 1.719, -0.467], [-3.387, 1.057, -0.159], [-2.222, 1.935, -1.184], [2.132, -1.665, -0.661], [1.656, -2.170, -2.310], [0.467, -2.347, -0.949], [-0.993, -0.373, -2.680], [0.380, -1.059, -3.673], [0.011, 0.679, -3.698], [-1.770, -0.866, 3.885], [-1.192, 0.799, 3.748], [-0.150, -0.401, 4.391], [-0.729, -1.263, 1.650], [0.734, -0.370, 2.150]]
}

***

P) ends up most stable, edging out the next structure by 1.259 eV.